Record 1
ORCA calculation (ωB97M-V/def2-TZVPD) on C6H10O3S in the gas phase in a non-equilibrium geometry.

Computed properties:
HOMO level: -9.2273 eV
HOMO-LUMO gap: 9.8 eV
energy above the lowest of the compared OMol25 structures with the same formula, charge and spin: 39.6 kcal/mol

Geometry (Å):
1 S 1.483 0.553 0.246
2 O 2.223 -0.194 1.262
3 O 2.465 0.813 -1.076
4 O -0.589 2.103 -1.091
5 C 0.492 -0.693 -0.650
6 C -1.649 0.307 0.118
7 C -0.854 -0.697 -0.604
8 C 1.279 -1.849 -0.984
9 C -1.294 0.419 1.714
10 C -1.394 1.704 -0.335
11 H -0.345 1.069 1.781
12 H -1.472 -1.544 -1.067
13 H -2.679 0.075 -0.055
14 H -1.199 -0.703 2.112
15 H 2.240 -1.533 -0.687
16 H -2.089 0.971 2.285
17 H -1.951 2.491 0.317
18 H 1.032 -2.776 -0.387
19 H 3.118 1.474 -0.855
20 H 1.184 -1.988 -2.045

Forces on atoms 1 to 2 (eV/Å):
-0.2607 0.6177 -0.5032
0.2105 -0.2242 -0.1866

=====

Record 2
ORCA calculation (ωB97M-V/def2-TZVPD) on C4H6O2 in the gas phase in a non-equilibrium geometry.

Computed properties:
HOMO level: -9.2967 eV
HOMO-LUMO gap: 9.5 eV
SMILES string: C=C(C=O)OC
energy above the lowest of the compared OMol25 structures with the same formula, charge and spin: 58.5 kcal/mol

Geometry (Å):
1 O 0.462 0.746 1.914
2 O 0.200 0.249 -1.080
3 C -1.439 -1.278 -0.421
4 C -0.468 -0.435 -0.113
5 C 1.248 1.097 -0.759
6 C -0.131 -0.226 1.437
7 H 1.909 1.348 -1.659
8 H -0.548 -1.148 2.083
9 H -1.794 -1.410 -1.453
10 H 0.798 2.050 -0.476
11 H 1.860 0.761 0.160
12 H -2.096 -1.753 0.366

Forces on atoms 1 to 2 (eV/Å):
-1.7011 -2.7320 -0.9594
-0.8489 -1.4376 -0.3256

=====

Record 3
ORCA calculation (ωB97M-V/def2-TZVPD) on 2 unconnected molecules or ions with the total composition C20H27ClN6O3 in a non-equilibrium geometry.

Computed properties:
HOMO level: -8.6073 eV
HOMO-LUMO gap: 8.8 eV
SMILES string: CNC(=O)[C@H](Cc1ccccc1)NC(C)=O.Cn1ncc(NC2CNC2)c(Cl)c1=O

Geometry (Å):
1 Cl 2.690 -1.539 1.309
2 O 0.339 2.879 -5.038
3 O 0.506 -3.349 0.250
4 O 2.966 0.314 -4.154
5 N 1.266 -0.482 -5.303
6 N 1.468 -0.215 3.643
7 N 2.398 1.845 6.040
8 N -1.604 -2.217 2.871
9 N -1.136 -2.920 1.780
10 N -0.439 1.352 -3.581
11 C 1.751 0.192 -4.250
12 C 0.853 0.803 -3.146
13 C -0.591 2.342 -4.457
14 C 1.303 1.905 5.061
15 C -2.011 2.785 -4.724
16 C 2.457 0.381 5.930
17 C -2.372 0.034 0.366
18 C 0.598 -0.240 -2.043
19 C 1.055 -1.783 1.905
20 C -0.304 0.228 -0.913
21 C -1.543 -0.402 -0.682
22 C -2.040 -3.878 1.153
23 C -1.969 1.102 1.185
24 C -0.734 1.734 0.958
25 C -0.111 -0.877 -5.603
26 C 1.257 0.378 4.983
27 C 0.097 1.295 -0.089
28 C -0.805 -1.346 3.456
29 C 0.588 -1.101 3.007
30 C 0.147 -2.727 1.246
31 H -2.607 1.434 1.992
32 H 1.982 -0.783 -5.946
33 H 0.164 -1.132 -2.495
34 H 1.572 2.390 4.117
35 H -0.420 2.553 1.588
36 H 2.275 -0.148 6.872
37 H -0.104 -1.717 -6.300
38 H -1.991 3.651 -5.384
39 H -1.850 -1.235 -1.298
40 H -2.993 -3.919 1.690
41 H 0.378 -0.026 5.492
42 H -1.262 1.004 -3.120
43 H -0.642 -0.043 -6.066
44 H -2.489 3.054 -3.784
45 H 3.382 0.003 5.481
46 H -2.557 1.973 -5.200
47 H 3.247 2.280 5.673
48 H 1.051 1.777 -0.256
49 H -1.201 -0.789 4.297
50 H 1.557 -0.532 -1.614
51 H 0.380 2.354 5.445
52 H 2.399 -0.146 3.228
53 H -2.241 -3.587 0.117
54 H -0.628 -1.186 -4.694
55 H 1.430 1.619 -2.709
56 H -3.315 -0.461 0.551
57 H -1.598 -4.879 1.161

Forces on atoms 1 to 2 (eV/Å):
-1.1549 -0.3224 0.1566
0.2281 -0.3124 0.1911

=====

Record 4
ORCA calculation (ωB97M-V/def2-TZVPD) on 13 unconnected molecules or ions with the total composition C43H37Cl21F6 in a non-equilibrium geometry.

Computed properties:
HOMO level: -9.1214 eV
HOMO-LUMO gap: 9.5 eV

Geometry (Å):
1 Cl 13.174 9.606 17.119
2 Cl 8.573 13.971 16.686
3 Cl 14.901 20.853 18.256
4 Cl 11.181 14.220 11.112
5 Cl 14.452 15.299 14.830
6 Cl 15.390 18.468 10.319
7 Cl 14.243 12.037 12.930
8 Cl 7.674 11.516 17.904
9 Cl 10.654 12.887 8.564
10 Cl 12.957 15.589 17.191
11 Cl 12.435 15.236 8.674
12 Cl 10.424 12.428 18.277
13 Cl 13.381 12.875 16.198
14 Cl 15.887 18.517 16.766
15 Cl 12.120 10.760 11.431
16 Cl 12.060 10.604 14.315
17 Cl 14.008 18.330 12.869
18 Cl 13.990 7.977 19.525
19 Cl 13.169 19.406 16.375
20 Cl 13.307 6.771 16.960
21 Cl 16.707 17.548 12.821
22 F 16.790 13.148 15.804
23 F 18.479 16.828 23.640
24 F 18.093 7.967 19.264
25 F 15.212 13.448 18.805
26 F 11.396 14.359 14.128
27 F 8.734 18.990 21.721
28 C 8.757 12.909 18.089
29 C 19.992 13.997 17.247
30 C 9.143 18.325 20.644
31 C 10.582 15.432 14.036
32 C 17.820 15.214 15.958
33 C 9.727 17.065 20.901
34 C 9.944 16.773 18.561
35 C 8.955 18.823 19.408
36 C 16.436 10.346 17.221
37 C 14.245 13.258 19.694
38 C 18.476 16.928 21.232
39 C 16.569 9.737 15.960
40 C 13.925 14.297 20.504
41 C 11.814 13.812 9.514
42 C 17.802 13.885 16.265
43 C 13.968 8.175 17.736
44 C 10.135 16.305 19.861
45 C 8.909 17.595 13.707
46 C 18.002 14.910 22.463
47 C 12.615 11.821 20.658
48 C 9.414 18.058 18.356
49 C 17.766 14.967 20.077
50 C 12.877 14.112 21.457
51 C 10.272 17.731 14.001
52 C 14.817 19.929 16.725
53 C 12.509 11.600 12.938
54 C 9.265 15.237 13.713
55 C 16.834 9.725 18.372
56 C 14.020 14.526 16.352
57 C 15.175 17.574 11.879
58 C 12.294 12.864 21.524
59 C 17.096 8.463 15.806
60 C 11.144 16.683 14.164
61 C 8.432 16.321 13.554
62 C 13.578 12.044 19.660
63 C 17.783 14.282 21.266
64 C 17.670 7.894 16.960
65 C 18.840 13.267 16.932
66 C 17.495 8.500 18.189
67 C 20.032 15.350 16.925
68 C 18.961 15.945 16.311
69 C 18.305 16.276 22.445
70 C 18.171 16.295 20.040
71 H 18.740 12.229 17.259
72 H 16.117 10.232 15.133
73 H 12.127 16.806 14.565
74 H 14.861 16.563 11.708
75 H 15.145 20.547 15.900
76 H 18.747 17.958 21.189
77 H 11.990 10.895 20.615
78 H 12.507 14.864 22.114
79 H 11.495 12.789 22.289
80 H 18.227 16.777 19.036
81 H 20.846 13.424 17.613
82 H 9.761 16.679 21.902
83 H 15.052 8.178 17.512
84 H 11.958 12.502 12.986
85 H 17.310 8.034 14.867
86 H 14.931 14.425 16.865
87 H 8.450 13.512 18.973
88 H 10.620 15.328 20.083
89 H 20.925 15.926 17.170
90 H 8.304 18.482 13.632
91 H 8.546 19.814 19.331
92 H 10.183 16.181 17.737
93 H 7.445 16.169 13.200
94 H 14.334 15.311 20.358
95 H 12.680 13.175 9.716
96 H 9.288 18.405 17.330
97 H 13.860 11.252 18.977
98 H 8.936 14.191 13.528
99 H 16.977 15.703 15.482
100 H 18.107 6.918 16.901
101 H 18.013 14.326 23.343
102 H 10.616 18.765 14.288
103 H 16.749 10.149 19.354
104 H 17.468 14.462 19.147
105 H 15.955 11.330 17.299
106 H 17.502 13.206 21.224
107 H 19.007 17.065 16.269

Forces on atoms 1 to 2 (eV/Å):
0.0116 -0.0057 0.4898
0.0425 0.0594 -0.0981